[1]
Computed, not measured: a single C8H16N2O3S molecule, with the ωB97M-V functional and the def2-TZVPD basis.

Output
Spin multiplicity: 1
DFT total energy (a.u.): -1047.8813
SMILES: CC(C)[C@H](N)C(=O)N[C@@H](CS)C(=O)O
HOMO-LUMO gap (eV): 9.90
LUMO (eV): 0.4903
Relative energy (zero: lowest compared OMol25 entry of this formula, charge and spin) (kcal per mole): 11.00

Cartesian coordinates (Å):
C (-2.49, -0.59, -1.46)
C (-2.34, -0.48, 0.09)
C (-1.62, -1.70, 0.63)
C (-1.67, 0.86, 0.51)
N (-2.58, 1.95, 0.12)
C (-0.27, 1.00, -0.11)
O (-0.12, 1.58, -1.18)
N (0.77, 0.47, 0.59)
C (2.07, 0.45, -0.01)
C (3.14, -0.01, 0.98)
S (3.15, 1.10, 2.42)
C (2.10, -0.52, -1.24)
O (1.27, -1.36, -1.42)
O (3.11, -0.23, -2.01)
H (-3.05, -1.51, -1.79)
H (-3.09, 0.27, -1.81)
H (-1.50, -0.62, -1.96)
H (-3.37, -0.50, 0.59)
H (-2.22, -2.63, 0.50)
H (-1.50, -1.64, 1.74)
H (-0.60, -1.79, 0.25)
H (-1.66, 0.85, 1.62)
H (-2.43, 2.26, -0.83)
H (-2.31, 2.72, 0.75)
H (0.67, -0.20, 1.36)
H (2.21, 1.44, -0.46)
H (4.12, 0.10, 0.52)
H (2.93, -1.02, 1.37)
H (4.24, 0.63, 2.96)
H (3.06, -0.89, -2.72)



[2]
Computed, not measured: a molecular structure, C5H12NO2, with the ωB97M-V functional and the def2-TZVPD basis.

Output
Spin multiplicity: 1
DFT total energy (a.u.): -402.6857
HOMO-LUMO gap (eV): 5.23
Net charge: -1
LUMO (eV): 1.8308
Relative energy (zero: lowest compared OMol25 entry of this formula, charge and spin) (kcal per mole): 215.74

Cartesian coordinates (Å):
C (0.45, 0.79, 1.48)
O (1.25, 1.61, 2.32)
C (0.93, 0.64, 0.05)
C (0.29, -0.53, -0.68)
C (-1.09, -0.95, -0.51)
C (-1.57, -1.93, -1.52)
N (-0.89, -3.21, -1.67)
H (-0.57, 1.17, 1.45)
H (0.48, -0.20, 1.93)
H (2.03, 0.55, 0.13)
H (0.80, 1.56, -0.52)
H (0.71, -0.79, -1.64)
H (0.16, -1.49, 0.05)
H (-1.75, -0.09, -0.31)
H (-1.68, -1.31, -2.42)
H (-2.33, -2.68, -1.17)
H (-0.56, -3.50, -0.73)
H (1.52, 4.17, 1.11)
H (1.05, 2.62, 1.69)
O (0.79, 3.57, 0.95)



[3]
Computed, not measured: a single C5H7NO molecule, with the ωB97M-V functional and the def2-TZVPD basis.

Output
Spin multiplicity: 1
DFT total energy (a.u.): -324.5391
SMILES: CC1=C(N=O)[C@@H]1C
HOMO-LUMO gap (spin up / spin down) (eV): 8.50 / 8.50
LUMO (spin up / spin down) (eV): -0.6358 / -0.6370
Relative energy (zero: lowest compared OMol25 entry of this formula, charge and spin) (kcal per mole): 116.30

Cartesian coordinates (Å):
C (-1.21, 0.21, 1.57)
C (-0.62, -0.10, 0.26)
C (-0.38, -0.86, -0.76)
N (-0.48, -2.19, -1.25)
O (-0.86, -2.92, -0.36)
C (0.18, 0.51, -0.89)
C (1.67, 0.75, -0.72)
H (-1.57, -0.67, 2.12)
H (-2.05, 0.88, 1.40)
H (-0.48, 0.75, 2.18)
H (-0.33, 1.24, -1.53)
H (2.09, 0.02, -0.02)
H (2.19, 0.64, -1.68)
H (1.85, 1.76, -0.34)



[4]
Computed, not measured: 3 unconnected molecules or ions with the total composition C31H71FN6O8P2, with the ωB97M-V functional and the def2-TZVPD basis.

Output
Spin multiplicity: 1
DFT total energy (a.u.): -2936.6433
SMILES: CCOCCO[C@H](CCCCCCCCOC(C)=O)OC(=O)CCCF.CN(C)P(=O)(N(C)C)N(C)C.CN(C)P(=O)(N(C)C)N(C)C
HOMO-LUMO gap (eV): 8.05
LUMO (eV): -0.1736

Cartesian coordinates (Å):
C (1.54, 0.94, -3.47)
C (1.82, -0.33, -2.62)
O (3.09, -0.32, -1.95)
C (3.10, 0.70, -0.96)
C (3.87, 0.28, 0.30)
O (3.21, -0.66, 1.13)
C (2.07, -0.15, 1.74)
C (2.44, 0.91, 2.84)
C (1.54, 2.18, 2.78)
C (2.31, 3.47, 2.35)
C (1.47, 4.37, 1.42)
C (0.09, 4.79, 2.00)
C (-0.54, 5.83, 1.02)
C (0.18, 7.21, 1.02)
C (0.17, 7.91, 2.40)
O (1.50, 7.95, 2.98)
C (1.47, 7.75, 4.33)
C (2.18, 6.53, 4.92)
O (0.91, 8.49, 5.06)
O (1.30, -1.14, 2.41)
C (0.77, -2.07, 1.57)
O (0.79, -1.96, 0.40)
C (0.18, -3.29, 2.28)
C (-1.31, -3.56, 1.92)
C (-2.03, -2.42, 1.19)
F (-3.41, -2.55, 1.49)
H (2.23, 1.77, -3.27)
H (0.54, 1.31, -3.19)
H (1.51, 0.76, -4.55)
H (1.06, -0.50, -1.84)
H (1.83, -1.19, -3.30)
H (2.09, 1.11, -0.77)
H (3.67, 1.54, -1.40)
H (4.20, 1.19, 0.81)
H (4.78, -0.22, -0.06)
H (1.38, 0.38, 1.06)
H (2.23, 0.44, 3.82)
H (3.51, 1.13, 2.84)
H (0.63, 2.01, 2.18)
H (1.17, 2.37, 3.80)
H (3.23, 3.21, 1.80)
H (2.57, 4.03, 3.26)
H (1.30, 3.80, 0.49)
H (2.06, 5.27, 1.19)
H (0.17, 5.23, 3.00)
H (-0.59, 3.93, 1.97)
H (-1.60, 6.00, 1.26)
H (-0.50, 5.45, -0.02)
H (1.20, 7.15, 0.64)
H (-0.38, 7.86, 0.33)
H (-0.54, 7.41, 3.08)
H (-0.20, 8.94, 2.28)
H (3.01, 6.83, 5.57)
H (1.46, 5.90, 5.44)
H (2.63, 5.98, 4.08)
H (0.23, -3.11, 3.36)
H (0.85, -4.14, 2.09)
H (-1.85, -3.71, 2.87)
H (-1.39, -4.53, 1.40)
H (-1.97, -2.53, 0.10)
H (-1.75, -1.42, 1.52)
C (-1.90, -10.36, 4.39)
N (-1.05, -9.22, 4.08)
C (0.15, -9.57, 3.33)
P (-1.10, -7.65, 4.78)
O (-1.05, -6.88, 3.47)
N (-2.72, -7.22, 5.18)
C (-3.78, -8.15, 5.53)
C (-3.29, -6.05, 4.53)
N (-0.91, -8.28, 6.41)
C (-0.94, -7.20, 7.43)
C (0.36, -9.00, 6.65)
H (-1.90, -10.62, 5.45)
H (-1.57, -11.26, 3.86)
H (-2.92, -10.19, 4.06)
H (0.97, -9.88, 3.98)
H (0.50, -8.72, 2.74)
H (-0.04, -10.38, 2.62)
H (-4.26, -8.56, 4.63)
H (-4.55, -7.64, 6.12)
H (-3.43, -8.96, 6.16)
H (-3.63, -6.28, 3.51)
H (-2.57, -5.24, 4.47)
H (-4.14, -5.67, 5.09)
H (-0.13, -6.48, 7.30)
H (-0.86, -7.63, 8.44)
H (-1.88, -6.66, 7.41)
H (1.23, -8.42, 6.33)
H (0.38, -9.96, 6.13)
H (0.47, -9.24, 7.71)
C (-0.96, 2.37, -9.70)
N (-1.52, 2.51, -8.37)
C (-2.79, 1.82, -8.19)
P (-1.07, 3.64, -7.15)
O (-0.98, 2.64, -6.01)
N (0.62, 3.99, -7.22)
C (1.44, 3.92, -8.41)
C (1.42, 3.65, -6.05)
N (-1.35, 5.02, -8.20)
C (-1.02, 6.31, -7.54)
C (-2.74, 5.16, -8.68)
H (-0.97, 3.30, -10.28)
H (-1.51, 1.64, -10.29)
H (0.07, 2.00, -9.66)
H (-3.64, 2.44, -8.50)
H (-2.95, 1.56, -7.14)
H (-2.83, 0.89, -8.75)
H (1.79, 2.90, -8.61)
H (2.33, 4.55, -8.29)
H (0.93, 4.31, -9.29)
H (1.66, 2.58, -6.02)
H (0.91, 3.92, -5.13)
H (2.36, 4.21, -6.05)
H (-1.65, 6.48, -6.66)
H (-1.17, 7.13, -8.24)
H (0.02, 6.35, -7.23)
H (-3.46, 5.13, -7.85)
H (-3.00, 4.38, -9.40)
H (-2.87, 6.10, -9.21)



[5]
Computed, not measured: a molecular structure, C3H2O2P3, with the ωB97M-V functional and the def2-TZVPD basis.

Output
Spin multiplicity: 1
DFT total energy (a.u.): -1290.0343
HOMO-LUMO gap (eV): 6.46
Net charge: -1
LUMO (eV): 3.6981
Relative energy (zero: lowest compared OMol25 entry of this formula, charge and spin) (kcal per mole): 38.99

Cartesian coordinates (Å):
C (-1.44, -0.32, -0.59)
C (-0.26, -0.40, 0.14)
C (0.97, -1.17, -0.01)
O (2.09, -0.35, 0.08)
O (1.00, -2.34, -0.30)
P (-2.01, 1.30, -0.61)
P (2.09, 1.25, 0.13)
P (-0.08, 1.35, 0.43)
H (-1.84, -1.14, -1.03)
H (-0.53, 1.81, 1.76)



[6]
Computed, not measured: a molecular structure, C8H8B2Br24ClF8In, with the ωB97M-V functional and the def2-TZVPD basis.

Output
Spin multiplicity: 1
DFT total energy (a.u.): -63585.2296
HOMO-LUMO gap (eV): 8.19
LUMO (eV): -1.8006

Cartesian coordinates (Å):
In (-3.30, 0.48, 1.01)
B (-4.62, 2.78, -0.46)
F (-4.94, 1.36, 0.89)
F (-3.60, 1.85, -0.80)
F (-5.79, 2.82, -1.17)
F (-4.16, 3.89, 0.14)
B (-2.73, 2.65, 2.65)
F (-3.01, 1.01, 2.93)
F (-1.76, 3.39, 3.26)
F (-2.34, 2.43, 1.24)
F (-3.90, 3.28, 2.71)
Cl (-1.47, 0.01, -0.01)
C (1.70, -3.04, -2.18)
Br (3.16, -3.35, -3.44)
Br (1.56, -4.63, -1.13)
Br (0.05, -2.89, -3.24)
H (1.86, -2.14, -1.58)
C (3.97, 0.89, -1.26)
Br (3.70, 1.46, 0.62)
Br (5.18, -0.76, -1.18)
Br (4.97, 2.28, -2.16)
H (3.05, 0.63, -1.74)
C (3.05, -3.18, 2.98)
Br (2.70, -4.95, 2.28)
Br (2.08, -3.06, 4.63)
Br (2.33, -1.84, 1.80)
H (4.12, -3.05, 3.14)
C (3.64, -0.01, -5.08)
Br (4.38, 1.60, -5.86)
Br (3.69, -1.31, -6.54)
Br (1.77, 0.35, -4.67)
H (4.19, -0.32, -4.18)
C (1.59, 1.50, 4.92)
Br (1.60, 3.23, 5.75)
Br (0.67, 1.71, 3.24)
Br (0.49, 0.29, 6.00)
H (2.62, 1.11, 4.80)
C (-1.05, -3.53, 2.83)
Br (-2.48, -4.68, 3.51)
Br (-1.23, -1.75, 3.60)
Br (-1.18, -3.38, 0.94)
H (-0.09, -3.96, 3.10)
C (0.77, 3.49, -2.07)
Br (-1.12, 3.76, -2.44)
Br (1.28, 4.83, -0.77)
Br (1.73, 3.96, -3.70)
H (0.95, 2.46, -1.70)
C (-4.89, -1.62, -2.50)
Br (-3.83, -0.19, -3.21)
Br (-6.25, -0.92, -1.26)
Br (-3.76, -2.74, -1.36)
H (-5.36, -2.21, -3.28)



[7]
Computed, not measured: a molecular structure, C5H6O2Tl, with the ωB97M-V functional and the def2-TZVPD basis.

Output
Spin multiplicity: 1
DFT total energy (a.u.): -516.6354
HOMO-LUMO gap (eV): 6.10
Net charge: +1
LUMO (eV): -4.6195
Relative energy (zero: lowest compared OMol25 entry of this formula, charge and spin) (kcal per mole): 0.00

Cartesian coordinates (Å):
C (0.16, 1.29, -1.35)
C (-0.19, 0.66, -0.37)
C (-0.75, 0.17, 0.89)
C (0.11, 0.51, 2.08)
O (-0.32, 0.90, 3.14)
Tl (-2.24, 1.91, 3.84)
H (0.36, 1.95, -2.17)
H (-0.81, -0.93, 0.86)
H (-1.77, 0.55, 1.05)
H (1.20, 0.36, 1.94)
C (1.31, -1.31, -2.16)
O (0.77, -2.26, -2.87)
H (2.33, -1.70, -1.90)
H (-0.17, -2.09, -3.01)



[8]
Computed, not measured: a molecular structure, C27H25AuF6N4PS3SeSi, with the ωB97M-V functional and the def2-TZVPD basis.

Output
Spin multiplicity: 2
DFT total energy (a.u.): -6224.3837
HOMO-LUMO gap (spin up / spin down) (eV): 5.36 / 4.45
Net charge: +2
LUMO (spin up / spin down) (eV): -7.3904 / -8.3007
Relative energy (zero: lowest compared OMol25 entry of this formula, charge and spin) (kcal per mole): 34.29
⟨S²⟩: 0.7552

Cartesian coordinates (Å):
Au (-0.01, 0.59, -0.31)
S (6.77, -0.14, -2.39)
C (6.95, 0.08, -4.07)
C (5.76, 0.22, -4.71)
C (4.66, 0.15, -3.81)
C (5.05, -0.04, -2.51)
C (4.20, -0.18, -1.33)
C (2.88, 0.32, -1.37)
N (2.05, 0.21, -0.35)
C (2.45, -0.43, 0.79)
C (3.74, -0.93, 0.93)
C (4.09, -1.60, 2.15)
C (3.18, -1.77, 3.13)
C (1.83, -1.28, 2.99)
C (0.83, -1.47, 3.95)
C (-0.45, -0.99, 3.75)
C (-0.70, -0.32, 2.54)
N (0.22, -0.15, 1.61)
C (1.48, -0.62, 1.81)
C (-1.53, -1.15, 4.71)
C (-2.88, -1.07, 4.48)
C (-3.65, -1.31, 5.64)
C (-2.88, -1.57, 6.73)
S (-1.21, -1.53, 6.36)
C (4.61, -0.78, -0.16)
H (7.94, 0.09, -4.50)
H (5.66, 0.35, -5.77)
H (3.63, 0.20, -4.13)
H (2.51, 0.83, -2.24)
H (5.09, -1.98, 2.26)
H (3.44, -2.28, 4.04)
H (1.07, -2.01, 4.86)
H (-1.68, 0.09, 2.34)
H (-3.31, -0.88, 3.51)
H (-4.73, -1.30, 5.67)
H (-3.20, -1.78, 7.74)
H (5.62, -1.19, -0.08)
S (-0.17, 1.45, -2.47)
C (0.04, 3.13, -2.16)
N (0.02, 3.95, -3.24)
C (0.17, 5.29, -3.13)
C (0.36, 5.83, -1.89)
C (0.38, 4.94, -0.82)
N (0.23, 3.63, -0.95)
H (-0.12, 3.55, -4.16)
H (0.14, 5.86, -4.05)
H (0.48, 6.90, -1.76)
H (0.53, 5.30, 0.19)
C (-5.47, 1.22, -0.82)
Si (-4.46, -0.28, -1.19)
C (-4.71, -1.68, -0.05)
C (-4.03, -0.57, -2.95)
Se (-2.38, 1.03, -0.21)
H (-6.51, 0.97, -1.02)
H (-5.21, 2.08, -1.44)
H (-5.41, 1.51, 0.23)
H (-5.72, -2.07, -0.24)
H (-4.67, -1.38, 1.00)
H (-4.00, -2.49, -0.21)
H (-4.94, -0.79, -3.52)
H (-3.35, -1.41, -3.04)
H (-3.57, 0.32, -3.39)
F (-1.76, -2.18, -1.63)
P (-1.02, -3.01, -0.43)
F (-2.30, -3.94, -0.25)
F (-1.69, -1.91, 0.62)
F (-0.27, -3.68, 0.80)
F (0.25, -1.97, -0.61)
F (-0.36, -4.00, -1.48)



[9]
Computed, not measured: a molecular structure, C33H42CsN9O6S2Si, with the ωB97M-V functional and the def2-TZVPD basis.

Output
Spin multiplicity: 1
DFT total energy (a.u.): -3333.1971
HOMO-LUMO gap (eV): 6.28
Net charge: -2
LUMO (eV): 3.6303
Relative energy (zero: lowest compared OMol25 entry of this formula, charge and spin) (kcal per mole): 26.54

Cartesian coordinates (Å):
Cs (-0.60, 0.64, -0.67)
N (1.98, 1.31, 3.59)
C (1.03, 2.29, 3.76)
C (0.01, 1.97, 2.92)
N (0.32, 0.81, 2.25)
C (1.50, 0.43, 2.67)
C (2.20, -0.75, 2.15)
N (1.93, -2.00, 2.45)
C (2.76, -2.74, 1.65)
C (3.54, -1.92, 0.89)
N (3.20, -0.64, 1.24)
H (2.83, 1.19, 4.12)
H (1.18, 3.11, 4.44)
H (-0.90, 2.51, 2.66)
H (2.75, -3.82, 1.68)
H (4.28, -2.13, 0.13)
H (3.35, 0.21, 0.65)
O (3.20, 1.63, -0.44)
N (4.07, 2.61, -0.53)
C (5.28, 2.45, 0.06)
C (6.25, 3.41, 0.05)
C (5.96, 4.61, -0.61)
C (4.74, 4.77, -1.22)
C (3.74, 3.77, -1.21)
S (2.24, 3.95, -1.97)
H (5.40, 1.49, 0.54)
H (7.19, 3.23, 0.54)
H (6.69, 5.41, -0.65)
H (4.49, 5.68, -1.74)
C (0.96, -7.75, 0.05)
C (0.25, -6.48, -0.33)
C (0.96, -5.30, -0.54)
C (0.31, -4.11, -0.86)
C (-1.07, -4.10, -0.98)
C (-1.79, -5.27, -0.79)
C (-1.14, -6.44, -0.47)
S (-1.92, -2.59, -1.42)
O (-3.15, -3.03, -2.06)
O (-2.07, -1.84, -0.19)
N (-0.93, -1.78, -2.31)
C (-0.60, -2.09, -3.60)
C (-1.00, -3.20, -4.32)
C (-0.55, -3.43, -5.63)
C (0.30, -2.57, -6.26)
C (0.74, -1.41, -5.57)
C (1.62, -0.47, -6.15)
C (2.02, 0.62, -5.43)
C (1.54, 0.77, -4.11)
N (0.72, -0.08, -3.55)
C (0.31, -1.17, -4.25)
H (1.97, -7.77, -0.35)
H (0.43, -8.62, -0.33)
H (1.02, -7.85, 1.13)
H (2.04, -5.31, -0.46)
H (0.87, -3.20, -1.02)
H (-2.87, -5.24, -0.92)
H (-1.71, -7.35, -0.32)
H (-1.69, -3.90, -3.86)
H (-0.90, -4.32, -6.15)
H (0.63, -2.74, -7.28)
H (1.97, -0.63, -7.16)
H (2.69, 1.36, -5.84)
H (1.85, 1.62, -3.51)
C (-2.89, -1.90, 3.30)
C (-1.80, -1.43, 4.24)
O (-0.67, -2.29, 4.30)
H (-3.77, -1.25, 3.43)
H (-3.19, -2.92, 3.56)
H (-2.64, -1.87, 2.24)
H (-2.19, -1.42, 5.26)
H (-1.50, -0.41, 4.00)
H (-0.09, -2.16, 3.53)
N (-1.61, 3.78, -1.15)
C (-2.74, 3.44, -1.84)
N (-3.76, 3.04, -1.02)
O (-2.83, 3.47, -3.06)
H (-1.65, 3.81, -0.13)
H (-0.86, 4.20, -1.67)
H (-3.54, 2.91, -0.02)
H (-4.48, 2.49, -1.46)
C (-3.05, 3.48, 4.36)
Si (-3.39, 4.02, 2.57)
C (-3.08, 5.90, 2.56)
C (-5.26, 3.81, 2.33)
O (-2.53, 3.24, 1.49)
H (-3.72, 3.99, 5.06)
H (-2.02, 3.71, 4.66)
H (-3.20, 2.40, 4.48)
H (-3.74, 6.44, 3.24)
H (-3.24, 6.29, 1.55)
H (-2.05, 6.12, 2.83)
H (-5.84, 4.25, 3.14)
H (-5.51, 2.74, 2.28)
H (-5.57, 4.26, 1.39)



[10]
Computed, not measured: a molecular structure, C22H34AsF5I2IrN4O2STe, with the ωB97M-V functional and the def2-TZVPD basis.

Output
Spin multiplicity: 1
DFT total energy (a.u.): -5329.1244
HOMO-LUMO gap (eV): 7.29
Net charge: +1
LUMO (eV): -2.6781
Relative energy (zero: lowest compared OMol25 entry of this formula, charge and spin) (kcal per mole): 8.74

Cartesian coordinates (Å):
Ir (-0.22, 0.79, -0.58)
I (5.08, -0.68, 4.67)
C (3.40, -0.07, 3.60)
C (2.15, -0.06, 4.22)
C (1.03, 0.32, 3.51)
I (-0.77, 0.48, 4.57)
C (1.09, 0.69, 2.15)
O (0.00, 1.01, 1.50)
C (2.39, 0.73, 1.57)
C (2.56, 1.29, 0.19)
N (1.79, 0.47, -0.78)
C (2.18, 0.65, -2.19)
C (1.06, 0.13, -3.07)
C (1.24, -0.39, -4.33)
C (0.12, -0.78, -5.06)
C (-1.14, -0.65, -4.50)
C (-1.25, -0.13, -3.22)
N (-0.17, 0.25, -2.53)
C (3.51, 0.34, 2.29)
H (2.06, -0.35, 5.26)
H (3.61, 1.30, -0.11)
H (2.17, 2.31, 0.12)
H (1.96, -0.51, -0.51)
H (3.14, 0.18, -2.42)
H (2.28, 1.72, -2.35)
H (2.23, -0.48, -4.74)
H (0.24, -1.19, -6.06)
H (-2.03, -0.94, -5.04)
H (-2.20, -0.01, -2.71)
H (4.49, 0.39, 1.82)
F (-2.17, 1.10, -0.18)
Te (-2.69, -0.58, 2.00)
F (-3.84, 0.83, 2.60)
F (-3.57, -1.52, 3.37)
F (-1.56, -2.31, 2.16)
F (-4.01, -1.24, 0.84)
O (-0.71, -1.20, -0.19)
C (0.74, 6.63, 0.84)
C (-0.57, 6.02, 0.36)
N (-0.52, 4.56, 0.19)
C (-1.14, 3.80, 1.29)
C (-0.43, 4.02, 2.62)
C (-0.14, 4.02, -0.96)
C (0.17, 4.96, -2.10)
N (-0.01, 2.73, -1.23)
H (0.65, 7.71, 0.93)
H (1.56, 6.42, 0.14)
H (1.03, 6.23, 1.81)
H (-0.90, 6.50, -0.56)
H (-1.36, 6.21, 1.09)
H (-1.14, 2.76, 1.04)
H (-2.18, 4.12, 1.34)
H (0.63, 3.77, 2.55)
H (-0.88, 3.36, 3.35)
H (-0.53, 5.04, 2.99)
H (-0.76, 5.31, -2.56)
H (0.75, 4.45, -2.87)
H (0.74, 5.83, -1.78)
H (0.16, 2.67, -2.23)
C (-2.06, -4.45, 1.20)
As (-0.24, -4.16, 0.68)
C (0.11, -5.48, -0.68)
C (0.93, -4.51, 2.15)
S (0.49, -2.27, -0.21)
H (-2.09, -5.51, 1.47)
H (-2.72, -4.25, 0.36)
H (-2.30, -3.82, 2.05)
H (-0.13, -6.47, -0.29)
H (1.16, -5.44, -0.96)
H (-0.51, -5.26, -1.54)
H (0.70, -5.49, 2.57)
H (0.75, -3.73, 2.89)
H (1.96, -4.48, 1.81)